--- a ---
Density functional theory data (wB97M-V/def2-TZVPD) for 2 unconnected molecules or ions with the total composition C3H8OS.

Geometry as XYZ:
```
13
C3H8OS (wB97M-V/def2-TZVPD)
O -1.327 -0.644 3.448
C -1.643 -1.446 2.619
H -2.491 -2.243 2.825
H -1.440 -1.270 1.578
C 0.391 -0.339 -1.330
C 1.154 0.871 -0.826
S 0.421 2.243 -1.878
H -0.717 -0.345 -1.567
H 0.830 -0.764 -2.333
H 0.442 -1.242 -0.519
H 2.184 0.841 -0.767
H 0.843 1.251 0.111
H 1.353 3.089 -1.361
```

Its lowest unoccupied orbital energy is 0.68 eV. The total charge is 0. Its SMILES is C=O.CCS.

--- b ---
Density functional theory data (wB97M-V/def2-TZVPD) for 2 unconnected molecules or ions with the total composition C3H8OS.

Geometry as XYZ:
```
13
C3H8OS (wB97M-V/def2-TZVPD)
C 3.021 0.390 0.225
C -2.868 0.681 0.094
C 2.109 -0.427 -0.242
O -1.113 -1.471 0.101
S -1.145 0.196 -0.090
H 2.770 0.973 1.156
H -0.622 -1.651 -0.687
H 3.966 0.387 -0.201
H -3.271 0.729 1.190
H -3.463 0.141 -0.482
H -2.936 1.658 -0.260
H 2.368 -1.068 -0.983
H 1.186 -0.539 0.180
```

Its lowest unoccupied orbital energy is 0.82 eV. The total charge is 0. Its SMILES is C=C.CSO.

Computed energies relative to the best structure, in kJ/mol: a 0.0; b 44.1